Molecular formula: C16H31FeNP2S
Method: DFT, ωB97M-V/def2-TZVPD

Last column: Mulliken spin population.
Positions of all 52 atoms, in Å:
P (-0.3850, -1.8733, -1.1828)  -0.087
P (0.3112, 2.0456, -1.4306)  -0.013
C (-0.4867, -0.5920, -2.5009)  0.001
C (0.5562, 0.5435, -2.4907)  0.020
H (-1.5164, -0.1983, -2.5657)  0.002
H (-0.3180, -1.1789, -3.4201)  -0.001
H (1.5815, 0.1640, -2.3218)  0.004
H (0.5603, 0.9685, -3.5114)  0.002
C (-0.8845, 3.1093, -2.3174)  0.001
H (-1.2048, 3.9512, -1.6872)  0.008
H (-1.7858, 2.5572, -2.6136)  -0.001
H (-0.3982, 3.5101, -3.2160)  0.001
C (1.8520, 2.9907, -1.6554)  0.002
H (1.7692, 3.5946, -2.5680)  0.001
H (2.6995, 2.3021, -1.7363)  0.002
H (2.0392, 3.6580, -0.8056)  -0.001
C (-1.6172, -3.1007, -1.6536)  0.018
H (-1.6732, -3.9047, -0.9095)  -0.008
H (-1.3353, -3.5448, -2.6203)  0.000
H (-2.6176, -2.6601, -1.7593)  0.001
C (1.2194, -2.6595, -1.2938)  0.017
H (2.0106, -1.9036, -1.3779)  0.001
H (1.2476, -3.3146, -2.1774)  0.007
H (1.4127, -3.2600, -0.3950)  0.023
Fe (0.7986, -1.9213, 2.8819)  2.983
C (-0.0896, 2.4532, 0.3282)  0.165
C (-1.4254, 2.0524, 0.7206)  0.592
C (-2.2909, 1.1303, 0.0167)  0.134
C (-2.1673, -0.3031, 0.6001)  0.059
C (-0.8440, -1.0545, 0.3457)  0.030
C (0.5307, -0.7256, 0.8390)  -0.331
C (1.4673, 0.4034, 0.8211)  0.005
C (0.9482, 1.7835, 1.2905)  0.069
C (1.5296, -3.2541, 4.0769)  -0.157
H (0.0151, 3.5537, 0.4604)  0.048
H (-1.6602, 2.2675, 1.7696)  -0.026
H (-2.1168, 1.0976, -1.0737)  -0.036
H (-3.3457, 1.4446, 0.1586)  0.041
H (-2.3210, -0.2850, 1.6963)  -0.020
H (-2.9813, -0.9322, 0.2010)  0.003
H (-1.0851, -2.0030, 0.8951)  0.080
H (1.1144, -1.6953, 0.9555)  0.232
H (1.9893, 0.4807, -0.1550)  -0.006
H (2.2671, 0.1069, 1.5483)  0.075
H (0.4843, 1.6639, 2.2767)  -0.016
H (1.8076, 2.4562, 1.4295)  0.002
H (2.1522, -2.7371, 4.8281)  -0.019
H (2.1414, -3.9210, 3.4469)  0.022
H (0.6988, -3.7951, 4.5616)  0.019
S (-0.7838, -1.2233, 4.2752)  0.015
C (-0.0975, 0.3122, 4.4159)  0.012
N (0.2272, 1.4402, 4.5996)  0.025

For the LUMO energy (alpha / beta), the calculation gives -0.631 / -0.672 eV. As for the spin multiplicity: 5. Its total energy is -3027.2388 Eh. The calculation puts the HOMO energy (alpha / beta) at -4.018 / -4.444 eV. The calculation puts the energy above the lowest of the compared OMol25 structures with the same formula, charge and spin at 533.00 kJ/mol. The gap between HOMO and LUMO (alpha / beta) is 3.39 / 3.77 eV. Its charge is 0.

***

Molecular formula: C16H31N3O3P
Method: DFT, ωB97M-V/def2-TZVPD

Last column: Löwdin charge in e.
Positions of all 54 atoms, in Å:
C (4.3216, -2.3493, -0.5791)  0.033
C (3.6174, -2.4086, 0.5798)  -0.200
C (2.9188, -1.2324, 1.2172)  -0.122
N (1.6341, -0.9211, 0.5794)  0.047
C (0.6463, -1.7810, 0.0544)  -0.216
P (0.7818, -3.6390, -0.0110)  0.888
O (-0.1670, -4.2184, -1.2159)  -0.261
O (0.3185, -4.2813, 1.4482)  -0.255
C (-0.3772, -1.0067, -0.3909)  -0.146
C (-1.6378, -1.5941, -0.9979)  -0.117
C (-2.9066, -0.7125, -0.8482)  -0.180
C (-3.1505, -0.2344, 0.6060)  -0.210
C (-4.6508, -0.2852, 1.0260)  -0.241
C (-5.1239, 1.0801, 1.5796)  -0.121
N (-0.0243, 0.3249, -0.1774)  0.023
N (-0.7825, 1.4286, -0.5383)  0.039
C (-0.1349, 2.2981, -1.5452)  -0.182
C (0.6593, 1.5462, -2.6206)  -0.221
C (1.4714, 2.5820, -3.4590)  -0.090
C (1.1659, 0.2956, 0.4238)  -0.163
C (1.9231, 1.5250, 0.8918)  -0.115
O (2.0567, 1.3612, 2.2951)  -0.184
C (2.6312, 2.5156, 2.9028)  -0.074
H (4.0622, -3.0279, -1.3957)  0.068
H (5.1776, -1.6788, -0.7141)  0.071
H (3.5720, -3.3690, 1.1030)  0.095
H (3.5885, -0.3650, 1.2117)  0.132
H (2.7168, -1.4588, 2.2724)  0.137
H (-0.9868, -4.6371, -0.9007)  0.077
H (0.3940, -3.5748, 2.1081)  0.057
H (-1.4766, -1.9298, -2.0274)  0.126
H (-1.8551, -2.4940, -0.4076)  0.107
H (-3.7578, -1.3447, -1.1237)  0.110
H (-2.8302, 0.1622, -1.4997)  0.103
H (-2.5270, -0.7630, 1.3445)  0.113
H (-2.8709, 0.8226, 0.7036)  0.075
H (-4.8164, -1.0112, 1.8301)  0.104
H (-5.2747, -0.5098, 0.1545)  0.101
H (-5.1428, 1.8188, 0.7673)  0.075
H (-4.4935, 1.4386, 2.4020)  0.072
H (-6.1479, 1.0158, 1.9692)  0.073
H (-1.0924, 1.9385, 0.2806)  0.139
H (0.5255, 3.0589, -1.1045)  0.100
H (-0.9377, 2.8365, -2.0663)  0.134
H (0.0010, 1.0226, -3.3239)  0.114
H (1.3968, 0.8379, -2.2232)  0.098
H (2.3979, 2.1232, -3.8218)  0.075
H (0.9010, 2.8958, -4.3380)  0.078
H (1.7589, 3.4597, -2.8691)  0.072
H (2.8878, 1.6424, 0.3794)  0.147
H (1.2547, 2.3852, 0.7450)  0.121
H (3.4042, 2.9968, 2.2893)  0.098
H (3.1169, 2.1755, 3.8253)  0.099
H (1.8634, 3.2396, 3.2089)  0.098

For the LUMO energy, the calculation gives -2.807 eV. As for the spin multiplicity: 1. The SMILES is C=CCn1c(P(O)O)c(CCCCC)[n+](NCCC)c1COC. Its total energy is -1359.2397 Eh. The calculation puts the HOMO energy at -10.798 eV. The calculation puts the energy above the lowest of the compared OMol25 structures with the same formula, charge and spin at 243.01 kJ/mol. The gap between HOMO and LUMO is 7.99 eV. Its charge is +1.

***

Molecular formula: C16H31N5O6S2
Method: DFT, ωB97M-V/def2-TZVPD

Last column: Löwdin charge in e.
Positions of all 60 atoms, in Å:
C (3.5945, -0.3240, 0.5023)  -0.054
C (2.4900, -0.5050, 1.4207)  -0.229
N (1.5889, -0.6634, 2.1718)  0.184
H (3.0925, 0.3688, -0.1731)  -0.045
H (3.7909, -1.2824, 0.0218)  0.094
H (4.4146, 0.0988, 1.0826)  0.095
C (-0.0011, -0.5736, 0.3281)  -0.229
C (-1.1507, -0.6699, -0.6176)  -0.159
N (-2.0486, -0.7653, -1.3667)  0.135
H (-0.2377, 0.1481, 1.1100)  0.062
H (0.9021, -0.2703, -0.2014)  0.017
H (0.2541, -1.4880, 0.8637)  0.022
C (1.2919, -3.2847, -0.0419)  -0.021
C (0.7395, -2.8475, -1.2942)  -0.164
N (0.2540, -2.5307, -2.3199)  0.185
H (1.7783, -4.2554, -0.1378)  0.104
H (0.6062, -3.2220, 0.8031)  0.062
H (2.0177, -2.5004, 0.1731)  0.059
C (-4.0262, -0.7170, -2.7159)  -0.111
C (-3.1042, -0.3578, -3.7437)  -0.313
N (-2.3758, -0.1037, -4.5607)  0.154
H (-4.6617, -1.4773, -3.1701)  0.082
H (-4.6650, 0.0971, -2.3733)  0.089
H (-3.4955, -1.0233, -1.8145)  -0.001
C (-1.4547, -3.9870, 2.4487)  0.000
C (-1.4883, -2.6180, 1.7927)  -0.174
N (-1.4957, -1.6309, 1.2909)  0.096
H (-1.7744, -4.7741, 1.7659)  0.087
H (-2.1501, -3.9320, 3.2862)  0.081
H (-0.5211, -4.2068, 2.9666)  0.085
O (-0.2425, 1.8905, 1.2733)  -0.352
S (-1.2481, 2.6445, 2.0240)  0.751
O (-2.4514, 3.1560, 1.3394)  -0.296
O (-1.8019, 1.7553, 3.3172)  -0.272
C (-0.9145, 0.8579, 3.9792)  -0.266
C (-1.2870, -0.6010, 3.6527)  -0.076
C (-0.4751, 4.1193, 2.9081)  -0.090
H (-1.0399, 1.1802, 5.0129)  0.116
H (0.1226, 1.1435, 3.8034)  0.097
H (-1.0967, -1.0465, 2.6762)  -0.022
H (-2.3744, -0.6359, 3.7185)  0.088
H (-1.0068, -1.2721, 4.4645)  0.084
H (0.2488, 4.6006, 2.2505)  0.060
H (0.0976, 3.8558, 3.7973)  0.057
H (-1.2569, 4.8372, 3.1564)  0.060
O (2.2670, 0.3491, -1.1369)  -0.328
S (1.0148, 0.9650, -1.5671)  0.819
O (0.1093, 1.5074, -0.5677)  -0.332
O (1.3664, 2.1820, -2.6337)  -0.249
C (2.5358, 2.1679, -3.3711)  -0.331
C (2.3715, 3.2441, -4.3749)  -0.065
C (0.0688, -0.2266, -2.6189)  -0.141
H (2.6431, 1.2012, -3.8630)  0.125
H (3.2690, 2.3696, -2.5902)  0.125
H (2.1622, 4.1720, -3.8427)  0.089
H (1.6671, 2.9882, -5.1664)  0.092
H (3.3464, 3.4161, -4.8309)  0.081
H (-0.9893, -0.3232, -2.3757)  -0.018
H (0.4349, -1.1918, -2.2691)  -0.078
H (0.2952, -0.0090, -3.6627)  0.082

For the LUMO energy, the calculation gives 0.316 eV. As for the spin multiplicity: 1. Its total energy is -2149.2420 Eh. The calculation puts the HOMO energy at -9.268 eV. The gap between HOMO and LUMO is 9.58 eV. Its charge is 0.

***

Molecular formula: C16H31NO2
Method: DFT, ωB97M-V/def2-TZVPD

Last column: Löwdin charge in e.
Positions of all 50 atoms, in Å:
C (6.4103, 0.1376, -1.2783)  -0.072
C (5.1550, 0.5158, -0.8568)  -0.405
C (4.7740, 0.3127, 0.3530)  -0.068
C (3.3449, 0.4922, 0.9821)  -0.096
H (2.8868, 1.2671, 0.4556)  0.054
H (3.3715, 0.5754, 2.1344)  0.118
C (2.2052, -0.7548, 0.9345)  -0.165
C (0.9259, -0.2982, 1.2433)  -0.388
C (-0.0520, 0.2635, 0.5226)  -0.036
C (-1.3433, 0.6033, 1.0020)  -0.239
N (-2.4365, 0.0578, 0.3083)  -0.179
C (-2.4768, -1.4506, 0.5757)  -0.151
H (-3.1768, -1.9573, 1.2530)  0.126
C (-2.4520, -2.3740, -0.5233)  -0.407
C (-1.2005, -2.4055, -1.5136)  0.019
H (-1.3624, -3.0272, -2.1575)  -0.042
H (-0.3084, -2.9119, -0.7554)  0.158
H (-1.0417, -1.4104, -1.5894)  0.025
O (-3.4910, -2.0371, -1.4179)  0.011
H (-3.4602, -1.2204, -1.6049)  -0.049
H (-2.6904, -3.4951, -0.3141)  0.174
H (-1.5531, -1.6817, 1.3412)  0.166
C (-3.7072, 0.5673, 0.4218)  -0.154
H (-4.0189, 0.8004, 1.5755)  0.171
C (-3.8425, 1.8524, -0.7948)  -0.334
C (-5.2074, 1.8759, -1.0157)  -0.120
H (-5.5950, 0.8227, -1.6123)  0.180
H (-5.9120, 2.0897, -0.1726)  0.107
H (-5.4669, 2.7259, -1.4838)  0.030
O (-3.3305, 2.8276, 0.1252)  -0.060
H (-3.9239, 3.1863, 0.7531)  0.072
H (-3.2230, 1.5187, -1.5504)  0.121
H (-4.3957, -0.2575, 0.0689)  0.108
H (-1.5596, 0.4541, 2.0782)  0.116
H (-1.5606, 1.6248, 0.7176)  0.121
H (0.2595, 0.6233, -0.3895)  0.107
C (0.8509, -0.6470, 2.6505)  -0.125
H (0.9622, -1.7053, 3.2341)  0.119
H (1.5815, -0.0967, 3.4067)  0.098
H (-0.2567, -0.2457, 3.3281)  0.143
H (2.7806, -1.6182, 1.3679)  0.150
H (2.0624, -0.7078, -0.0695)  0.069
H (5.1985, -0.3801, 1.0389)  0.099
C (4.1162, 1.1209, -1.8297)  -0.012
H (4.6027, 2.1920, -2.3012)  0.152
H (4.1137, 0.5498, -2.7207)  0.056
H (3.3021, 1.4841, -1.3983)  -0.008
H (7.0579, 0.8792, -1.6030)  0.072
H (6.2921, -0.3926, -2.3565)  0.158
H (6.7913, -0.3454, -0.5630)  0.011

For the LUMO energy, the calculation gives 0.783 eV. As for the spin multiplicity: 1. Its total energy is -832.9640 Eh. The calculation puts the HOMO energy at -8.023 eV. The calculation puts the energy above the lowest of the compared OMol25 structures with the same formula, charge and spin at 1482.01 kJ/mol. The gap between HOMO and LUMO is 8.81 eV. Its charge is 0.